# 1
Molecular formula: C5H9CoO3
Method: DFT, wB97M-V/def2-TZVPD

Positions of all 18 atoms, in Å:
O: 2.1212 -0.5660 -0.1346
C: 1.2506 -0.4328 -1.1213
C: 0.7780 1.0346 -1.1731
H: 0.3287 -1.9615 -0.7824
H: 1.5500 1.7304 -1.5281
H: 0.0382 1.0571 -1.9930
O: 0.0440 -1.9753 1.6235
C: -0.8832 -1.6966 0.7438
C: -1.3586 -0.2618 1.0055
O: -0.1988 0.5621 1.0932
C: 0.0923 1.5491 0.0892
Co: 1.3707 -0.5104 1.6365
H: -1.4948 -1.9427 -0.1473
H: -2.0068 -0.1778 1.8893
H: -1.9587 0.0547 0.1370
H: 0.7494 2.2737 0.5850
H: -0.8449 2.0644 -0.1575
H: 0.4224 -0.8012 -1.7657

The spin multiplicity is 5. The expectation value of S² is 6.02. Its charge is +2. The calculation puts the energy above the lowest of the compared OMol25 structures with the same formula, charge and spin at 0.353 eV. For the HOMO-LUMO gap (spin up / spin down), the calculation gives 0.3181 / 0.3066 Ha. The value obtained for the molecular weight is 176.1 g mol⁻¹.

# 2
Molecular formula: C29H65AsCaN6O3SSbSi2
Method: DFT, wB97M-V/def2-TZVPD

Positions of all 109 atoms, in Å:
Ca: 0.8297 0.8001 0.1095
N: -1.6337 0.0706 0.2739
C: -2.1328 0.3655 1.6217
C: -1.2643 -0.3570 2.6423
N: 0.1648 -0.0418 2.4985
C: 0.7412 0.8018 3.5530
C: 0.7810 2.2677 3.1515
N: 1.5925 2.4046 1.9357
H: -2.2311 0.4763 -0.4384
H: -1.6289 -0.9340 0.1179
H: -3.1758 0.0653 1.7680
H: -2.0791 1.4479 1.7727
H: -1.3943 -1.4335 2.4963
H: -1.6140 -0.1180 3.6516
H: 0.6800 -0.9137 2.4348
H: 1.7648 0.4638 3.7365
H: 0.1931 0.6950 4.4957
H: 1.1633 2.8626 3.9875
H: -0.2323 2.6213 2.9341
H: 2.5155 1.9934 2.0775
H: 1.7579 3.3805 1.7103
C: 1.4974 -3.2232 5.2190
C: 0.9379 -4.4600 4.5269
C: 0.5831 -4.2125 3.0684
N: 1.7917 -3.9853 2.2873
C: 1.8325 -3.4281 1.0827
S: 0.4891 -2.6975 0.3734
N: 3.0214 -3.4368 0.3973
C: 4.2337 -4.0846 0.6898
O: 5.2741 -3.5730 0.3562
C: 4.1819 -5.4241 1.3464
C: 3.2132 -6.3670 1.0080
C: 3.2308 -7.6152 1.6073
C: 4.2011 -7.9156 2.5558
C: 5.1668 -6.9770 2.8917
C: 5.1674 -5.7343 2.2773
H: 1.7444 -3.4307 6.2588
H: 0.7634 -2.4138 5.2065
H: 2.4012 -2.8600 4.7300
H: 0.0350 -4.7976 5.0381
H: 1.6501 -5.2887 4.5924
H: -0.0563 -3.3327 2.9743
H: 0.0328 -5.0569 2.6440
H: 2.6316 -4.4247 2.6381
H: 3.1438 -2.6175 -0.2067
H: 2.4595 -6.1254 0.2688
H: 2.4924 -8.3561 1.3335
H: 4.2091 -8.8889 3.0272
H: 5.9258 -7.2175 3.6233
H: 5.9260 -4.9982 2.5043
C: 5.5562 2.7252 -0.9581
Si: 4.3184 1.4883 -1.6396
C: 5.0776 0.6779 -3.1533
C: 2.8482 2.5288 -2.2391
As: 3.5248 -0.1064 -0.1544
Si: 5.0833 -0.1349 1.5584
C: 5.2374 1.4354 2.5984
C: 4.4928 -1.4698 2.7690
C: 6.8020 -0.5578 0.9450
H: 5.8740 3.3999 -1.7569
H: 6.4487 2.2417 -0.5595
H: 5.1160 3.3315 -0.1651
H: 5.4518 1.4199 -3.8623
H: 4.3467 0.0508 -3.6684
H: 5.9066 0.0310 -2.8625
H: 3.1531 3.2209 -3.0275
H: 2.4413 3.1318 -1.4189
H: 2.0387 1.9128 -2.6396
H: 4.3388 1.6421 3.1856
H: 5.4585 2.3132 1.9951
H: 6.0564 1.3121 3.3124
H: 3.9335 -1.0178 3.5916
H: 5.3361 -2.0069 3.2074
H: 3.8407 -2.2014 2.2814
H: 7.2759 0.3056 0.4754
H: 6.7695 -1.3699 0.2192
H: 7.4347 -0.8674 1.7809
N: 0.1785 -1.8127 -5.0703
C: 0.7287 -1.5896 -3.7391
C: 0.0701 -0.3831 -3.1014
O: -0.7733 0.2703 -3.8644
O: 0.3222 -0.0428 -1.9637
H: 0.8922 -1.8602 -5.7834
H: -0.7763 -0.2374 -4.7187
H: -0.3766 -2.6555 -5.1235
H: 1.7990 -1.3709 -3.7676
H: 0.6063 -2.4306 -3.0528
C: 0.3588 6.6164 -1.0836
C: 0.6056 5.3893 -0.2138
Sb: -0.6980 3.7014 -0.5253
C: -2.4305 4.3382 0.5913
C: -2.6525 5.8400 0.7245
C: -1.3421 4.0379 -2.5503
C: -2.4380 5.0715 -2.7765
H: 1.1088 7.3835 -0.8858
H: -0.6191 7.0555 -0.8941
H: 0.4156 6.3722 -2.1445
H: 0.5322 5.6439 0.8471
H: 1.6190 5.0123 -0.3742
H: -2.3319 3.8843 1.5800
H: -3.2886 3.8550 0.1179
H: -1.7934 6.3338 1.1790
H: -3.5178 6.0450 1.3570
H: -2.8336 6.3088 -0.2411
H: -1.6510 3.0580 -2.9193
H: -0.4355 4.2942 -3.1032
H: -3.3444 4.8263 -2.2211
H: -2.7074 5.1177 -3.8328
H: -2.1232 6.0698 -2.4763

The spin multiplicity is 1. Its charge is +1. For the HOMO-LUMO gap, the calculation gives 0.2528 Ha. The value obtained for the molecular weight is 870.9 g mol⁻¹.

# 3
Molecular formula: C24H42BF4N2NiO5SSi
Method: DFT, wB97M-V/def2-TZVPD

Positions of all 81 atoms, in Å:
Ni: 9.6887 10.9913 9.4703
C: 10.0099 11.7303 14.9894
C: 10.9678 12.6028 14.0517
N: 10.1892 13.4482 13.0733
C: 10.3284 14.8869 13.2955
C: 9.1065 15.5423 13.8611
C: 9.7333 12.9629 11.8757
S: 9.7548 11.2889 11.6534
N: 9.2071 13.9229 11.0824
C: 9.0230 13.7987 9.8100
O: 9.3419 12.8590 9.0187
C: 8.5315 15.0994 9.1729
C: 8.6896 15.3903 7.8345
C: 8.3931 16.6279 7.3364
C: 7.8423 17.5903 8.1138
C: 7.5787 17.3639 9.4388
C: 7.9343 16.0985 9.9267
H: 10.6973 11.2329 15.6711
H: 9.5591 11.0455 14.3277
H: 9.3469 12.4730 15.5029
H: 11.6247 11.9330 13.5813
H: 11.5405 13.3251 14.6639
H: 10.6056 15.2785 12.3263
H: 11.1863 15.0202 14.0069
H: 8.2963 15.2342 13.2105
H: 9.2566 16.6267 13.7322
H: 8.9001 15.2088 14.8834
H: 9.0018 14.6120 7.1996
H: 8.5494 16.8261 6.2695
H: 7.5790 18.5972 7.7867
H: 7.1359 18.1326 10.0882
H: 7.8837 15.8921 10.9622
C: 12.5811 9.2575 5.9954
C: 13.0010 8.1585 6.9089
C: 14.2685 7.3888 6.4028
C: 11.7753 7.1810 7.0604
O: 13.4463 8.6618 8.2062
Si: 12.8285 9.8965 9.1030
O: 11.3166 10.3881 8.7909
O: 12.9393 9.4472 10.7099
C: 12.4333 8.3020 11.3892
C: 13.3659 7.1266 11.2566
C: 11.0287 7.9255 10.8095
C: 12.2090 8.8349 12.8480
O: 14.0442 11.0552 8.9431
C: 13.9653 12.4363 8.9520
C: 13.6842 12.9487 10.3598
C: 15.2895 12.9740 8.5682
C: 12.8948 13.0697 7.9927
H: 12.3628 8.8948 5.0016
H: 13.2926 10.0827 6.0568
H: 11.5990 9.6354 6.3616
H: 14.1454 7.0612 5.3737
H: 14.5074 6.5532 7.1102
H: 15.0556 8.1255 6.3604
H: 11.2336 7.2306 6.1309
H: 11.1150 7.5110 7.8535
H: 12.1346 6.1643 7.3086
H: 13.5659 6.9471 10.2088
H: 12.9786 6.2034 11.7379
H: 14.3791 7.2964 11.7202
H: 11.0736 7.7228 9.7359
H: 10.3772 8.7474 11.0145
H: 10.6297 7.0044 11.2510
H: 13.1077 9.2852 13.2547
H: 11.7352 8.1366 13.5522
H: 11.5691 9.7132 12.6808
H: 14.4188 12.4693 11.0209
H: 12.6763 12.8042 10.6565
H: 13.8204 14.0418 10.3324
H: 16.0862 12.7283 9.3061
H: 15.3433 14.0753 8.4145
H: 15.5643 12.5092 7.6275
H: 12.0526 12.4599 7.8307
H: 13.3252 13.2972 6.9530
H: 12.4396 13.9776 8.3635
F: 5.3488 10.8037 9.2553
B: 6.4451 11.0181 10.1494
F: 7.6870 10.5188 9.3523
F: 6.6620 12.3290 10.3451
F: 6.3435 10.2117 11.2785

The spin multiplicity is 3. The expectation value of S² is 2.01. Its charge is -1. The calculation puts the energy above the lowest of the compared OMol25 structures with the same formula, charge and spin at 1.552 eV. For the HOMO-LUMO gap (spin up / spin down), the calculation gives 0.3220 / 0.3175 Ha. The value obtained for the molecular weight is 644.3 g mol⁻¹.

# 4
Molecular formula: C2H12NO2
Method: DFT, wB97M-V/def2-TZVPD

Positions of all 17 atoms, in Å:
C: 0.1230 1.4522 -0.9083
N: 1.0063 0.2761 -0.6410
C: 1.3507 0.0874 0.8190
H: -0.9078 1.1143 -1.0127
H: 0.4148 1.9486 -1.8205
H: 0.1411 2.1430 -0.0751
H: 0.5661 -0.5664 -1.0552
H: 1.9073 0.4280 -1.0838
H: 1.8575 0.9914 1.1332
H: 0.4400 -0.1233 1.3649
H: 2.0290 -0.7613 0.8749
H: -2.3157 -0.8809 2.2649
H: -2.6084 0.5824 2.4591
O: -1.8794 -0.0210 2.2639
H: -0.2404 -2.7826 -1.8383
H: -1.3942 -1.9902 -1.2088
O: -0.4898 -1.8976 -1.5361

The spin multiplicity is 1. Its charge is +1. The calculation puts the energy above the lowest of the compared OMol25 structures with the same formula, charge and spin at 0.509 eV. For the HOMO-LUMO gap, the calculation gives 0.4421 Ha. The value obtained for the molecular weight is 82.1 g mol⁻¹.

# 5
Molecular formula: H25O13
Method: DFT, wB97M-V/def2-TZVPD

Positions of all 38 atoms, in Å:
O: 0.7656 -0.2636 -2.8557
H: -2.3641 2.9411 -0.8440
H: 1.1659 -0.1077 0.7380
O: 0.6304 -3.6760 -1.6694
H: 1.1199 -3.3173 -0.8517
H: -1.6162 2.0130 0.2959
O: 0.6677 -0.9420 0.8069
H: -0.0020 -0.3532 -0.0469
O: -0.9914 2.8452 -2.0896
H: -0.4941 3.6585 -1.7667
H: -1.1457 2.1073 -1.3554
O: 0.0108 0.0750 3.9060
H: 3.0665 2.3925 1.0024
H: 0.1512 -0.5214 3.1249
O: 2.5247 1.2742 -1.9668
H: 2.5225 0.9635 -2.8724
H: 1.8927 0.6859 -1.5353
O: -0.5431 -2.6581 1.7621
H: -0.7798 -1.8558 1.2659
H: 0.1277 -0.4554 -3.5384
O: -2.2166 2.7066 0.0641
H: -0.4785 0.6890 3.3511
H: 2.1695 3.4828 1.1416
O: 3.0460 3.2219 1.5419
H: -0.1508 -3.2896 1.1479
H: -0.1211 -3.0995 -1.8976
O: 2.8571 -2.3394 1.8433
H: 2.3646 -3.0156 2.3820
H: 2.2444 -1.6149 1.6658
O: -2.5247 0.4794 -2.8096
H: -2.0415 0.4092 -1.9465
H: -2.5898 1.3564 -3.1841
O: -0.6932 0.5480 -0.6575
H: -1.4787 0.4974 -0.1153
H: 0.3859 0.2055 -2.0636
O: -3.3123 -1.4083 2.3700
H: -3.3009 -0.5568 1.8851
H: -2.4806 -1.8531 2.3280

The spin multiplicity is 1. Its charge is -1. The calculation puts the energy above the lowest of the compared OMol25 structures with the same formula, charge and spin at 3.960 eV. For the HOMO-LUMO gap, the calculation gives 0.3730 Ha. The value obtained for the molecular weight is 233.2 g mol⁻¹.

# 6
Molecular formula: C2H4N2OS
Method: DFT, wB97M-V/def2-TZVPD

Positions of all 10 atoms, in Å:
C: -0.6796 0.3197 -0.5817
C: -0.0737 -0.0786 0.7429
N: -1.8124 -0.3000 -1.0395
N: -2.4988 0.4593 1.1131
O: -3.6192 0.8090 1.3127
S: -1.3189 0.0596 2.1188
H: -1.0239 1.4999 -0.3369
H: 0.1994 0.1888 -1.2487
H: 0.2424 -1.0386 0.7093
H: 0.8251 0.5559 1.0848

The spin multiplicity is 1. The calculation puts the energy above the lowest of the compared OMol25 structures with the same formula, charge and spin at 8.367 eV. For the HOMO-LUMO gap (spin up / spin down), the calculation gives 0.3015 / 0.2848 Ha. The value obtained for the molecular weight is 104.1 g mol⁻¹.

# 7
Molecular formula: C24H26FNO4
Method: DFT, wB97M-V/def2-TZVPD

Positions of all 56 atoms, in Å:
C: -1.0691 4.2715 -2.2696
C: -0.2456 3.6540 -1.1383
C: 0.8683 4.5838 -0.6534
N: 0.2816 2.3596 -1.5209
C: -0.0278 1.1813 -0.8774
C: -1.0250 1.1044 0.1725
C: -0.8809 0.3851 1.2807
C: -1.9509 0.2393 2.3212
O: -3.1562 0.7904 1.8333
C: -2.1141 -1.2488 2.7012
C: -1.1690 -1.6529 3.8318
O: -1.6155 -0.9912 4.9970
C: -1.1598 -3.1806 4.0148
C: -0.3436 -3.8347 2.9242
O: 0.7159 -3.4233 2.5315
O: -0.9292 -4.9287 2.4474
C: 0.7353 0.1511 -1.3908
C: 0.6746 -1.2620 -1.0354
C: 1.8469 -1.9891 -0.8357
C: 1.8046 -3.3344 -0.5224
C: 0.5727 -3.9441 -0.4107
F: 0.5111 -5.2666 -0.0783
C: -0.6112 -3.2578 -0.6034
C: -0.5525 -1.9150 -0.9197
C: 1.5551 0.7202 -2.4103
C: 2.4782 0.1728 -3.3010
C: 3.0986 1.0043 -4.2036
C: 2.8032 2.3685 -4.2406
C: 1.8784 2.9298 -3.3867
C: 1.2450 2.1033 -2.4629
H: -1.5370 5.1903 -1.9253
H: -0.4496 4.5001 -3.1314
H: -1.8486 3.5805 -2.5827
H: -0.9127 3.4732 -0.2892
H: 1.4328 4.1020 0.1419
H: 0.4352 5.5019 -0.2646
H: 1.5545 4.8373 -1.4551
H: -1.9510 1.6442 0.0251
H: 0.0296 -0.1618 1.4777
H: -1.6454 0.7840 3.2316
H: -3.8197 0.7218 2.5278
H: -1.9366 -1.8738 1.8257
H: -3.1369 -1.4147 3.0480
H: -0.1435 -1.3377 3.5862
H: -0.9975 -1.1610 5.7157
H: -0.6855 -3.4266 4.9692
H: -2.1707 -3.5865 4.0152
H: -0.3942 -5.3370 1.7421
H: 2.7997 -1.4869 -0.9048
H: 2.7045 -3.9030 -0.3517
H: -1.5558 -3.7727 -0.5106
H: -1.4648 -1.3613 -1.0807
H: 2.6895 -0.8859 -3.2834
H: 3.8201 0.6029 -4.9000
H: 3.3040 2.9967 -4.9628
H: 1.6605 3.9838 -3.4583

The spin multiplicity is 1. The calculation puts the energy above the lowest of the compared OMol25 structures with the same formula, charge and spin at 0.000 eV. For the HOMO-LUMO gap, the calculation gives 0.2903 Ha. The value obtained for the molecular weight is 411.5 g mol⁻¹.

# 8
Molecular formula: C31H48N8O3PS2Sr
Method: DFT, wB97M-V/def2-TZVPD

Positions of all 94 atoms, in Å:
Sr: 0.8231 0.1090 0.9565
C: 1.2604 -2.0461 -3.2951
C: 0.7269 -0.9876 -2.3680
N: 0.4912 -1.2621 -1.1395
N: 0.6277 -2.6019 -0.7361
C: 1.6226 -2.8695 0.0342
S: 2.9782 -1.8710 0.4521
S: 1.6570 -4.5086 0.7304
C: 0.4599 -5.3707 -0.2893
C: 0.9101 -5.8164 -1.6629
C: 2.1361 -5.4688 -2.2100
C: 2.4868 -5.8897 -3.4868
C: 1.6177 -6.6672 -4.2361
C: 0.3883 -7.0245 -3.6958
C: 0.0439 -6.6011 -2.4222
C: 0.4897 0.3898 -2.9036
C: 0.4728 0.5593 -4.2912
C: 0.2988 1.7875 -4.9076
C: 0.1569 2.9152 -4.1065
C: 0.1526 2.7960 -2.7330
C: 0.2745 1.5437 -2.0774
O: 0.1555 1.4752 -0.7950
H: 1.8897 -2.7258 -2.7306
H: 1.8440 -1.6187 -4.1057
H: 0.4473 -2.6397 -3.7226
H: -0.4089 -4.7185 -0.3918
H: 0.1558 -6.2439 0.2934
H: 2.8188 -4.8620 -1.6284
H: 3.4466 -5.6004 -3.8973
H: 1.8922 -6.9913 -5.2321
H: -0.3028 -7.6311 -4.2682
H: -0.9191 -6.8773 -2.0060
H: 0.5816 -0.3128 -4.9210
H: 0.2847 1.8615 -5.9865
H: 0.0364 3.8939 -4.5585
H: 0.0232 3.6708 -2.1057
C: 1.5873 3.7788 0.7892
N: 2.4412 2.6458 1.1036
C: 3.1892 2.2184 -0.0718
C: 3.3038 2.9622 2.2260
C: 3.9605 1.7388 2.8393
N: 2.9861 0.7262 3.2202
C: 2.2081 1.2049 4.3540
C: 3.6398 -0.5229 3.5757
H: 2.1708 4.6684 0.4928
H: 0.9889 4.0415 1.6649
H: 0.9155 3.5031 -0.0177
H: 3.9077 2.9900 -0.3987
H: 2.4999 2.0238 -0.8902
H: 3.7365 1.2971 0.1314
H: 2.7131 3.4593 2.9971
H: 4.0822 3.6835 1.9132
H: 4.5173 2.0768 3.7355
H: 4.6963 1.3055 2.1595
H: 2.8675 1.4566 5.2067
H: 1.5059 0.4353 4.6615
H: 1.6385 2.0918 4.0844
H: 4.3362 -0.3830 4.4224
H: 4.1913 -0.9147 2.7244
H: 2.8829 -1.2575 3.8511
N: -0.9033 1.5294 3.3319
C: -1.5436 0.6993 4.3725
C: -1.7163 -0.7261 3.8632
C: -0.3323 -1.2685 3.5043
O: 0.4629 -1.4613 4.4273
O: -0.1035 -1.3906 2.2579
H: -0.8343 2.4934 3.6372
H: -1.4881 1.5248 2.5005
H: -2.5096 1.1118 4.6922
H: -0.8817 0.6754 5.2406
H: -2.3665 -0.7360 2.9851
H: -2.1584 -1.3462 4.6452
C: -4.0053 2.9922 -1.6940
N: -3.8386 3.3918 -0.2966
C: -4.9900 2.9214 0.4647
N: -5.2482 1.4883 0.3481
C: -5.3770 1.1649 -1.0738
N: -4.2335 1.5627 -1.8866
C: -3.0335 0.7837 -1.5563
P: -2.4746 0.9948 0.1972
C: -2.5889 2.8507 0.2459
C: -4.1542 0.7110 0.9485
H: -3.1152 3.2850 -2.2547
H: -4.8692 3.5292 -2.0963
H: -5.8747 3.4532 0.1026
H: -4.8428 3.1694 1.5188
H: -6.2597 1.6849 -1.4574
H: -5.5324 0.0892 -1.1798
H: -2.2222 1.0619 -2.2333
H: -3.2343 -0.2788 -1.7192
H: -1.7458 3.2463 -0.3246
H: -2.4698 3.1950 1.2788
H: -4.1101 0.9268 2.0212
H: -4.3918 -0.3533 0.8584

The spin multiplicity is 1. Its charge is -1. The calculation puts the energy above the lowest of the compared OMol25 structures with the same formula, charge and spin at 1.069 eV. For the HOMO-LUMO gap, the calculation gives 0.2580 Ha. The value obtained for the molecular weight is 763.5 g mol⁻¹.